Record 1
The following is a quantum chemistry calculation of one molecule with the formula C4H9NO2S at a distorted geometry, from the Open Molecules 2025 dataset.

Properties
total charge = 0
HOMO = -9.241 eV

Geometry (Å):
C -0.549083 1.926670 0.175830
C -0.388867 0.461189 0.530771
C -1.667846 -0.294645 0.361954
S -2.345689 -0.052499 -1.392111
N 0.728320 -0.232307 -0.108723
C 1.889389 -0.505672 0.655965
O 1.827254 -0.823519 1.810997
O 2.909159 -0.665079 -0.189896
H 0.036905 2.604980 0.782080
H -0.387346 2.099991 -0.893538
H -1.591688 2.310374 0.190320
H -0.105042 0.634753 1.613685
H -2.377704 0.043245 1.170489
H -1.680584 -1.375469 0.421785
H -1.256030 -0.426939 -2.005558
H 0.876330 -0.026003 -1.084984
H 3.605645 -1.180136 0.248831

Cartesian forces (eV/Å) of the 2 atoms listed first:
-1.071 1.029 -1.838
0.887 0.567 1.984

Record 2
The following is a quantum chemistry calculation of one molecule with the formula C4H9NO2S at a distorted geometry, from the Open Molecules 2025 dataset.

Properties
total charge = 0
HOMO = -9.276 eV

Geometry (Å):
C 0.874496 -1.086462 -0.940892
C 0.142470 -0.615912 0.315206
C -1.348890 -0.474915 0.072728
S -2.187666 -2.032428 -0.457691
N 0.753450 0.503321 0.929942
C 0.335969 2.089253 0.282588
O 1.144745 2.882597 1.055006
O -0.788538 2.362237 -0.119049
H 1.374507 -2.058068 -0.857878
H 1.729440 -0.395684 -1.054332
H 0.309296 -1.000033 -1.862828
H 0.282156 -1.377167 1.116447
H -1.920527 -0.034851 0.929019
H -1.664980 0.246668 -0.684913
H -1.673714 -2.955786 0.335819
H 0.977590 1.739328 -0.586812
H 1.660196 2.207903 1.527642

Cartesian forces (eV/Å) of the 2 atoms listed first:
2.146 0.369 -0.265
-0.798 0.472 -0.058

Record 3
The following is a quantum chemistry calculation of a 2-piece molecular cluster, C4H9NO2SSi overall at a distorted geometry, from the Open Molecules 2025 dataset.

Properties
total charge = 0
HOMO = -9.232 eV

Geometry (Å):
C -1.336807 0.045961 -2.727368
C -1.112187 -0.727843 -1.618925
C -0.377541 -0.169862 -0.462862
C -0.456178 1.350654 2.592089
N -0.012109 -0.906179 0.552568
O -0.005591 1.057340 -0.362103
O 2.246150 0.840039 1.266562
Si 0.731740 0.773669 1.258023
S 2.985789 -2.122770 -0.572886
H -1.923846 -0.354738 -3.594939
H -1.033539 1.097393 -2.853610
H -1.331249 -1.835652 -1.561470
H -0.130561 2.322692 2.979946
H -1.562026 1.530523 2.311030
H -0.271444 0.587209 3.431583
H -0.114371 -1.911633 0.894564
H 3.775119 -1.115722 -0.722273
H 1.997229 -1.566840 0.070237

Cartesian forces (eV/Å) of the 2 atoms listed first:
-0.652 -1.315 0.501
0.077 0.757 -1.665

Record 4
The following is a quantum chemistry calculation of C4H9NO3 as an isolated structure at a distorted geometry, from the Open Molecules 2025 dataset.

Properties
total charge = 0
HOMO = -8.783 eV

Geometry (Å):
C 0.139329 0.768035 -0.011132
C -0.901649 -0.151589 -0.522119
C -2.070574 -0.476917 0.327387
C 1.982197 -1.014926 -0.227645
N 0.804386 -0.478086 0.441158
O -2.452018 0.807153 -0.037197
O -0.304537 1.600579 0.965018
O 0.890749 1.408023 -1.000886
H -1.335279 1.577417 0.802547
H 0.966265 2.329949 -0.725727
H 0.810823 -0.529934 1.451978
H -0.828029 -0.451836 -1.559931
H -1.841079 -0.643049 1.390282
H -2.699008 -1.277793 -0.076006
H 2.191849 -2.011136 0.159278
H 1.788120 -1.079467 -1.295851
H 2.858455 -0.376420 -0.081154

Cartesian forces (eV/Å) of the 2 atoms listed first:
-0.108 -0.953 -0.289
-1.868 1.169 0.464

Record 5
The following is a quantum chemistry calculation of a 2-piece molecular cluster, C4H9NO3 overall at a distorted geometry, from the Open Molecules 2025 dataset.

Properties
total charge = 0
HOMO = -8.378 eV

Geometry (Å):
C 2.827766 -1.150686 -0.065774
C 1.942531 0.067074 -0.193956
O 0.758468 0.096837 -0.035292
O 2.618006 1.203007 -0.392231
H 2.201233 -2.070861 -0.025182
H 3.537820 -1.173012 -0.894906
H 3.504297 -0.984583 0.802159
H 1.942367 1.865081 -0.451679
C -2.977453 0.878415 -0.129595
C -1.950672 -0.292356 -0.137360
N -0.931292 -0.350482 0.740893
O -2.209618 -1.274498 -0.743470
H -3.811938 0.928973 -1.073827
H -2.611854 2.039311 0.052469
H -3.755530 0.625523 0.590046
H -0.452103 -1.187237 0.980526
H -0.632025 0.779489 0.977178

Cartesian forces (eV/Å) of the 2 atoms listed first:
0.151 0.202 0.065
1.452 -0.333 0.399

Record 6
The following is a quantum chemistry calculation of a 2-piece molecular cluster, C4H9NO3 overall at a distorted geometry, from the Open Molecules 2025 dataset.

Properties
total charge = 0
HOMO = -10.217 eV

Geometry (Å):
O 2.781446 -0.007768 -2.311309
C 1.661348 0.162285 -1.904445
C 1.154446 -0.402870 -0.622403
C -0.365881 -0.480114 -0.527461
N -0.859906 -0.669979 0.812921
C -0.203888 -1.216185 1.873103
O -0.757558 -1.493307 2.913711
H 0.975591 0.797690 -2.501462
H 1.669757 -1.309951 -0.311243
H 1.468035 0.289632 0.181109
H -0.760060 0.424215 -0.998568
H -0.673076 -1.311742 -1.164346
H -1.830224 -0.456498 0.992933
H 0.866785 -1.399080 1.723860
O -1.842743 2.395987 0.258066
H -2.110145 2.911485 1.028025
H -1.173932 1.766200 0.557512

Cartesian forces (eV/Å) of the 2 atoms listed first:
-0.122 -0.069 0.135
0.546 -0.039 -0.613

Record 7
The following is a quantum chemistry calculation of a 2-piece molecular cluster, C4H9NO3 overall, from the Open Molecules 2025 dataset.

Properties
total charge = 0
HOMO = -8.689 eV

Geometry (Å):
C 2.672469 -0.314392 2.225567
C 1.798786 -0.800002 1.346626
C 0.854410 0.018667 0.513461
O 1.783194 -2.153497 1.103298
H 2.746182 0.745467 2.401260
H 3.298064 -1.032114 2.736776
H 0.980501 1.044718 0.850773
H 1.107875 -0.054361 -0.546151
H -0.183378 -0.301162 0.601210
H 0.909938 -2.387688 0.765017
N -1.642614 -0.046004 -2.185735
C -1.818092 0.803737 -1.124967
O -2.485626 0.557641 -0.167724
O -1.089938 1.949726 -1.234087
H -2.092297 -0.945652 -2.188076
H -1.101113 0.231931 -2.976167
H -1.011635 2.230801 -2.148939

Cartesian forces (eV/Å) of the 2 atoms listed first:
-0.354 -0.467 -0.381
0.009 0.058 -0.135

Record 8
The following is a quantum chemistry calculation of a 2-piece molecular cluster, C4H9NO3 overall at a distorted geometry, from the Open Molecules 2025 dataset.

Properties
total charge = 0
HOMO = -10.006 eV

Geometry (Å):
O -1.987306 2.650717 -0.669447
C -0.943582 2.236982 -1.011012
C 0.174745 2.023916 -0.064345
C 0.123060 0.737217 0.837888
N 0.276422 -0.436691 -0.015311
C 1.338611 -1.285931 0.064864
O 1.275866 -2.256611 -0.723102
H -0.625218 2.238875 -2.063989
H 1.066117 2.138095 -0.682038
H -0.038278 2.845144 0.706627
H 0.970999 0.917111 1.566275
H -0.843091 0.672468 1.290558
H -0.341441 -0.306828 -0.818907
H 1.812994 -1.342361 0.992236
O -0.835541 -3.739123 0.581337
H -1.361217 -3.369538 -0.285918
H -0.063140 -3.723441 0.294284

Cartesian forces (eV/Å) of the 2 atoms listed first:
-2.897 0.453 0.492
2.078 0.226 -0.751

Record 9
The following is a quantum chemistry calculation of one molecule with the formula C4H9NO3 at a distorted geometry, from the Open Molecules 2025 dataset.

Properties
total charge = 0
HOMO = -9.008 eV

Geometry (Å):
N -1.443953 -1.143261 -0.160160
C -0.968317 0.073718 -0.655077
C 0.479701 -0.166621 -0.839109
O 1.092916 1.006782 -1.328632
C 0.824555 -0.242902 0.641180
O 1.304116 -1.483196 1.117937
C -0.452759 0.682589 0.811318
O 0.024806 1.934531 0.650845
H -2.125846 -1.823942 -0.718679
H -2.175868 -0.780432 0.558554
H -1.667076 0.668599 -1.433166
H 0.956225 -1.065607 -1.347314
H 2.201445 1.068440 -1.209116
H 1.648694 0.475201 1.284712
H 0.320046 -1.845685 0.927731
H -0.909101 0.735283 1.729367
H 0.890416 1.906504 -0.030391

Cartesian forces (eV/Å) of the 2 atoms listed first:
-5.981 -3.193 1.873
-1.055 2.265 0.228

Record 10
The following is a quantum chemistry calculation of C4H9NO3 as an isolated structure at a distorted geometry, from the Open Molecules 2025 dataset.

Properties
total charge = 0
HOMO = -8.751 eV

Geometry (Å):
C 0.178792 0.656774 -0.404756
C 0.819069 -0.735695 -0.564877
C 0.272531 1.382407 0.922439
C 0.435758 -1.711775 0.511872
N -1.342627 0.673675 -0.506671
O 0.662577 1.432566 -1.471433
O -0.880422 -2.057493 0.444992
O 1.161722 -2.151514 1.360574
H 0.443621 2.353530 -1.261563
H -1.051342 -2.738776 1.114175
H -1.644796 0.578739 -1.474221
H -1.796868 -0.068229 0.024911
H 1.896412 -0.595267 -0.520913
H 0.554959 -1.152537 -1.540013
H 1.243191 1.870047 1.038211
H -1.099058 1.565529 0.567526
H 0.146483 0.698020 1.759746

Cartesian forces (eV/Å) of the 2 atoms listed first:
-0.919 -0.374 0.135
-0.039 0.339 -0.076

Record 11
The following is a quantum chemistry calculation of C4H9NO3 as an isolated structure at a distorted geometry, from the Open Molecules 2025 dataset.

Properties
total charge = 0
HOMO (alpha / beta) = -8.388 / -8.394 eV

Geometry (Å):
C -1.536523 0.039913 0.435347
C 0.976779 -1.727546 0.424010
N 0.662013 -0.659121 -0.517980
C 0.310332 0.544705 -0.232951
C 0.419351 1.833984 -0.497167
O 2.385044 -0.230636 -1.129212
O -2.352523 0.992642 -0.109212
O -1.498606 0.141438 1.785879
H 2.234521 -0.200568 -2.086307
H -2.793627 0.607283 -0.881055
H -1.188180 1.032628 2.015599
H -1.747052 -0.975876 0.113402
H 0.233339 -1.920501 1.201792
H 1.073162 -2.636091 -0.168048
H 1.921433 -1.567133 0.946464
H 1.289064 2.202759 -1.022155
H -0.388528 2.522119 -0.278405

Cartesian forces (eV/Å) of the 2 atoms listed first:
2.251 1.398 -0.512
0.526 -0.394 0.010

Record 12
The following is a quantum chemistry calculation of one molecule with the formula C4H9NO3 at a distorted geometry, from the Open Molecules 2025 dataset.

Properties
total charge = 0
HOMO = -10.145 eV

Geometry (Å):
C -0.245239 -2.149939 0.765129
C -0.797153 -0.803979 0.362084
O -1.833851 -0.536666 1.141851
C 0.219252 0.334256 0.356598
N -0.302861 1.697832 0.716480
C 0.955096 0.400489 -0.944065
O 1.696915 -0.442285 -1.363275
O 0.630029 1.547719 -1.630053
H 0.115092 -2.093833 1.791367
H 0.577866 -2.478240 0.171561
H -1.001569 -2.888152 0.609937
H -1.118968 -0.905936 -0.618329
H -1.428889 -0.468359 1.969667
H 1.081768 0.004615 1.039655
H 0.106304 1.951271 1.649970
H -1.257042 1.563066 0.869679
H 0.308984 2.195632 -0.925531

Cartesian forces (eV/Å) of the 2 atoms listed first:
0.849 0.336 -0.028
2.604 -1.101 -1.390